[1]
{
  "formula": "CH6N4",
  "method": "ωB97M-V/def2-TZVPD",
  "symbols": ["C", "H", "H", "H", "H", "H", "H", "N", "N", "N", "N"],
  "positions_angstrom": [[-0.07, 0.63, -0.15], [2.68, -0.38, 0.66], [2.27, 0.96, -0.59], [0.35, -1.30, -0.31], [0.36, 1.43, 0.41], [-1.91, -1.09, 0.50], [-3.08, 0.06, -0.06], [2.12, -0.15, -0.18], [0.70, -0.37, -0.03], [-1.26, 0.68, -0.03], [-2.15, -0.47, -0.21]],
  "largest_force_ev_per_a": 8.85,
  "de_lowest_ev": 3.6743,
  "charge": 0,
  "molar_mass_g_mol": 74.1,
  "smiles": "N/N=C\\NN"
}

---

[2]
{
  "formula": "C28H32NNiP3",
  "method": "ωB97M-V/def2-TZVPD",
  "symbols": ["Ni", "C", "P", "C", "C", "C", "C", "C", "C", "C", "P", "C", "C", "H", "H", "H", "H", "H", "H", "H", "H", "H", "H", "H", "H", "H", "H", "H", "H", "N", "C", "C", "C", "C", "C", "C", "P", "C", "C", "C", "C", "C", "C", "C", "C", "C", "C", "C", "C", "H", "H", "H", "H", "H", "H", "H", "H", "H", "H", "H", "H", "H", "H", "H", "H"],
  "positions_angstrom": [[-0.34, -0.15, -0.12], [2.24, 0.04, -2.13], [0.55, -0.63, -2.02], [0.76, -2.30, -2.69], [-0.42, 0.26, -3.28], [-0.55, -0.12, -4.61], [-1.34, 0.64, -5.46], [-2.00, 1.77, -5.00], [-1.85, 2.17, -3.67], [-1.07, 1.41, -2.82], [-0.81, 1.79, -1.07], [-2.37, 2.48, -0.45], [0.34, 3.19, -0.98], [2.65, -0.19, -3.12], [2.88, -0.41, -1.38], [2.24, 1.12, -2.01], [1.22, -2.25, -3.68], [-0.20, -2.81, -2.77], [1.41, -2.88, -2.04], [-0.06, -1.00, -4.99], [-1.46, 0.34, -6.49], [-2.62, 2.35, -5.67], [-2.36, 3.06, -3.32], [-3.17, 1.76, -0.60], [-2.62, 3.41, -0.95], [-2.28, 2.68, 0.62], [0.11, 3.93, -1.75], [1.38, 2.88, -1.09], [0.23, 3.66, 0.00], [0.04, 0.24, 1.91], [-0.19, -0.84, 2.86], [-0.12, -0.65, 4.23], [-0.32, -1.74, 5.07], [-0.57, -3.00, 4.55], [-0.65, -3.19, 3.18], [-0.46, -2.10, 2.34], [-0.70, -2.13, 0.57], [-2.41, -1.55, 0.26], [-3.23, -1.10, 1.30], [-4.51, -0.65, 1.02], [-4.98, -0.64, -0.28], [-4.17, -1.07, -1.32], [-2.89, -1.52, -1.06], [-0.49, -3.81, -0.02], [-1.54, -4.54, -0.56], [-1.33, -5.85, -0.97], [-0.08, -6.43, -0.83], [0.97, -5.71, -0.27], [0.77, -4.40, 0.14], [-0.35, 1.11, 2.28], [1.05, 0.41, 1.86], [0.09, 0.33, 4.64], [-0.26, -1.59, 6.14], [-0.71, -3.84, 5.22], [-0.86, -4.17, 2.78], [-2.89, -1.14, 2.33], [-5.15, -0.32, 1.83], [-5.99, -0.31, -0.49], [-4.54, -1.07, -2.34], [-2.27, -1.87, -1.87], [-2.53, -4.10, -0.66], [-2.15, -6.42, -1.39], [0.08, -7.45, -1.14], [1.94, -6.17, -0.14], [1.58, -3.84, 0.59]],
  "largest_force_ev_per_a": 0.90,
  "charge": 2,
  "energy_ev": -99943.871,
  "molar_mass_g_mol": 534.2
}

---

[3]
{
  "formula": "C38H37Cl8GeN3O2S3Se2Zr",
  "method": "ωB97M-V/def2-TZVPD",
  "symbols": ["Zr", "C", "Se", "C", "C", "Se", "C", "H", "H", "H", "H", "H", "H", "H", "H", "H", "H", "Cl", "C", "C", "C", "Cl", "C", "Cl", "C", "Cl", "C", "Cl", "N", "C", "C", "C", "C", "C", "C", "S", "N", "C", "C", "C", "C", "C", "C", "N", "H", "H", "H", "H", "H", "H", "H", "H", "H", "O", "S", "C", "C", "C", "C", "S", "O", "C", "C", "C", "C", "C", "C", "C", "C", "C", "C", "C", "C", "H", "H", "H", "H", "H", "H", "H", "H", "H", "H", "H", "H", "H", "H", "H", "H", "H", "H", "Cl", "Ge", "Cl", "Cl"],
  "positions_angstrom": [[-0.05, 0.92, 0.37], [-4.13, -0.68, -0.82], [-2.33, -0.37, -1.47], [-2.03, -2.15, -2.23], [-1.60, -3.25, -1.28], [0.21, -2.92, -0.62], [0.21, -4.28, 0.77], [-4.77, -0.84, -1.68], [-4.45, 0.22, -0.29], [-4.17, -1.53, -0.15], [-1.31, -2.02, -3.03], [-2.98, -2.41, -2.71], [-1.59, -4.20, -1.81], [-2.28, -3.33, -0.43], [-0.42, -3.99, 1.62], [1.24, -4.41, 1.09], [-0.14, -5.22, 0.35], [-1.59, 3.61, 2.01], [-2.50, 2.14, 2.19], [-1.96, 0.92, 1.76], [-2.75, -0.19, 2.07], [-2.14, -1.79, 1.73], [-4.00, -0.12, 2.68], [-4.91, -1.54, 3.00], [-4.52, 1.12, 3.02], [-6.06, 1.25, 3.74], [-3.76, 2.27, 2.79], [-4.37, 3.80, 3.23], [1.97, -2.37, 3.12], [1.28, -2.66, 4.28], [1.63, -3.74, 5.07], [0.94, -3.96, 6.25], [-0.09, -3.11, 6.66], [-0.45, -2.03, 5.89], [0.24, -1.80, 4.69], [-0.20, -0.44, 3.76], [0.63, -0.60, 2.33], [1.65, -1.42, 2.22], [2.55, -1.19, 1.10], [3.73, -1.75, 0.82], [5.65, -0.72, -0.95], [5.35, 0.64, -1.60], [4.10, 1.06, -1.41], [2.31, 0.06, 0.38], [2.83, -2.88, 2.95], [2.43, -4.41, 4.77], [1.21, -4.81, 6.87], [-0.61, -3.30, 7.59], [-1.25, -1.37, 6.19], [4.15, -2.65, 1.25], [6.58, -0.67, -0.40], [6.10, 1.18, -2.16], [3.69, 1.99, -1.79], [-1.15, 2.30, -0.68], [-1.32, 3.74, -1.25], [-0.18, 3.84, -2.63], [-0.10, 2.59, -3.52], [1.35, 2.10, -3.62], [1.50, 0.63, -3.98], [1.17, -0.51, -2.59], [0.49, 0.45, -1.59], [2.74, -0.91, -1.88], [3.31, -0.06, -0.76], [4.45, -0.74, -0.01], [5.72, -1.84, -1.95], [4.68, -2.39, -2.58], [3.30, -1.92, -2.56], [-2.92, 3.62, -2.01], [-3.19, 4.15, -3.26], [-4.49, 4.11, -3.74], [-5.50, 3.55, -2.97], [-5.22, 3.03, -1.72], [-3.93, 3.07, -1.22], [0.77, 4.04, -2.13], [-0.44, 4.76, -3.15], [-0.49, 2.83, -4.51], [-0.75, 1.81, -3.11], [1.86, 2.29, -2.68], [1.89, 2.67, -4.38], [2.50, 0.38, -4.33], [0.78, 0.32, -4.75], [2.71, 0.79, 0.98], [4.73, 0.02, 0.75], [6.70, -2.24, -2.15], [4.87, -3.22, -3.25], [2.67, -2.41, -3.30], [-2.41, 4.61, -3.87], [-4.71, 4.52, -4.72], [-6.51, 3.52, -3.35], [-6.01, 2.61, -1.11], [-3.70, 2.68, -0.23], [1.55, 4.36, 3.67], [1.22, 2.42, 2.85], [3.21, 1.44, 3.19], [1.57, 2.94, 0.36]],
  "largest_force_ev_per_a": 0.31,
  "s_squared": 0.76,
  "de_lowest_ev": 4.2203,
  "charge": 3,
  "multiplicity": 2,
  "molar_mass_g_mol": 1269.3
}